Record 1
A gas-phase ion, C6H14NO3S (charge +1) in a non-equilibrium geometry, computed with ωB97M-V with the def2-TZVPD basis set.

Last column: Mulliken charge in e.
Cartesian coordinates (Å):
1 C 3.428062 1.098117 -0.404758  0.332
2 C -2.029370 1.952620 0.343366  -0.898
3 C -2.458069 -1.974265 -0.515725  -1.526
4 C -2.571809 0.473261 0.475027  -0.618
5 C -0.324103 -0.632096 0.260960  -0.286
6 C -1.746114 -0.607443 -0.310378  0.420
7 N 0.706593 -0.164507 -0.346162  -0.287
8 O 3.103113 -0.067568 -1.222743  -0.279
9 O 4.182675 -0.916124 0.883681  -0.658
10 O 4.613184 1.299147 -0.011367  -0.386
11 S 2.609236 -0.497001 0.275708  0.437
12 H -2.550768 2.471608 -0.471520  0.331
13 H -1.018787 1.822008 0.167186  0.192
14 H -2.118863 2.264217 1.378012  0.327
15 H -3.350907 -1.820670 -1.057058  0.428
16 H -2.056701 -2.695740 -1.258597  0.385
17 H -2.609405 -2.453238 0.466390  0.327
18 H -3.575850 0.336740 -0.115762  0.278
19 H -2.639192 0.055795 1.562946  0.371
20 H -0.277837 -0.877815 1.233149  0.507
21 H -1.763468 -0.139180 -1.396428  0.166
22 H 4.208827 -1.742154 1.464358  0.352
23 H 0.501027 0.215425 -1.260130  0.336
24 H 2.691806 1.973589 -0.678896  0.342
25 H 5.046721 0.625271 0.538733  0.407

Atoms 1-2, force components in eV/Å:
C -3.551 -0.506 -1.251
C -2.155 -2.579 0.967

Values from the calculation:
E_tot ... -24905.5752 eV
HOMO-LUMO gap ... 9.9 eV
HOMO energy ... -14.122 eV
Charge ... +1

Record 2
A molecular structure, C8H12ClN2O3S in a non-equilibrium geometry, computed with ωB97M-V with the def2-TZVPD basis set.

Last column: Mulliken charge in e.
Cartesian coordinates (Å):
1 C 2.747620 -1.027576 -0.692159  -0.196
2 C 2.959201 -2.282621 -0.993973  -0.585
3 C 0.640844 -0.195509 0.421427  0.595
4 C -3.119887 1.935333 -0.594918  -0.707
5 C -4.181259 1.136709 0.175678  -0.503
6 C 3.024420 0.358396 -0.984557  -0.116
7 C -2.729987 0.980526 0.427932  -0.068
8 C 2.044756 -0.352272 0.502349  0.369
9 N -0.221689 -0.415855 -0.556385  -0.537
10 N 2.675530 -0.348403 1.692553  -0.600
11 O 0.106624 0.303981 1.515907  -0.468
12 O -2.261131 -1.643725 0.750368  -0.552
13 O -2.525658 -0.737436 -1.577248  -0.610
14 S -2.146220 -0.614081 -0.209555  1.110
15 Cl 4.448138 1.063085 -0.406423  -0.093
16 H 2.807547 -3.221065 -0.313514  0.248
17 H 3.628336 -2.522230 -1.741729  0.376
18 H -2.953525 1.679320 -1.594251  0.269
19 H -2.941944 2.931271 -0.462572  0.311
20 H -4.617108 1.902313 0.874317  0.258
21 H -4.794371 0.327808 -0.324660  0.265
22 H 2.549370 0.968942 -1.699228  0.359
23 H -2.251768 1.141605 1.410175  0.526
24 H -0.075532 -0.910450 -1.465105  0.337
25 H 3.277293 0.488944 1.916516  0.289
26 H 3.021422 -1.239206 1.730140  0.266
27 H 0.888971 0.292207 2.198918  0.458

Atoms 1-2, force components in eV/Å:
C -1.019 0.504 1.171
C 0.217 -1.890 2.454

Values from the calculation:
E_tot ... -40959.1361 eV
HOMO-LUMO gap ... 9.3 eV
HOMO energy ... -13.372 eV
Charge ... +1

Record 3
A molecular structure, C25H27N3O4S in a non-equilibrium geometry, computed with ωB97M-V with the def2-TZVPD basis set.

Last column: Mulliken charge in e.
Cartesian coordinates (Å):
1 C -7.074332 -2.166399 0.984330  -1.651
2 C -5.746484 -1.776403 0.095719  0.774
3 O -5.801113 -1.066169 -0.969543  -0.681
4 N -4.687070 -2.207696 0.669930  -0.055
5 C -3.394420 -2.183018 0.118414  0.382
6 C -2.457781 -2.533234 1.168609  -0.206
7 C -1.170073 -2.427577 0.923793  -0.889
8 C -0.765780 -1.697042 -0.585313  0.105
9 C -1.810268 -1.262908 -1.408671  -0.295
10 C -3.043377 -1.472537 -0.957628  0.001
11 H -3.920882 -0.885036 -1.589070  0.261
12 H -1.608238 -0.740407 -2.359915  0.417
13 N 0.637502 -1.727304 -0.853449  -0.012
14 C 1.193579 -0.794865 -1.743555  0.540
15 O 0.626243 -0.628843 -2.959470  -0.698
16 C 2.541848 -0.473588 -1.338503  -0.953
17 N 2.678156 0.168658 -0.177334  0.127
18 S 3.320301 -0.548713 1.124271  1.136
19 O 3.557614 0.479106 2.109326  -0.628
20 O 2.678219 -1.727877 1.344009  -0.741
21 C 4.948388 -0.772316 0.286120  -0.087
22 C 5.623799 0.436228 0.182841  -0.508
23 C 7.015370 0.274962 -0.414956  -0.811
24 C 7.471477 -1.070451 -0.435273  -0.120
25 C 6.775534 -2.053574 -0.490702  -0.622
26 C 5.580061 -2.025707 0.239841  0.329
27 H 4.890270 -3.068284 0.541958  0.172
28 H 7.220227 -3.056855 -0.385896  0.317
29 H 8.453054 -1.295250 -0.885620  0.289
30 H 7.652156 0.976679 -0.678158  0.566
31 H 5.322951 1.432141 0.105527  0.442
32 C 1.446956 1.080797 -0.102654  0.080
33 C 1.082637 2.059994 -0.913385  -0.581
34 C -0.162398 2.568024 -0.786211  -0.295
35 C -0.960158 2.429760 0.367852  0.346
36 C -0.424914 1.817223 1.369614  -0.372
37 C 0.742270 0.922720 0.995038  0.697
38 H 1.036648 0.232530 2.183322  0.099
39 H -1.073654 1.486862 2.237909  0.249
40 C -2.386857 3.290935 0.611059  -0.941
41 C -3.179207 2.467500 -0.317003  -1.456
42 H -3.072208 2.792740 -1.260060  0.528
43 H -3.428830 1.427172 -0.294147  0.330
44 H -4.296981 2.839088 -0.322989  0.388
45 C -2.290759 4.739504 0.257932  -1.587
46 H -1.751857 4.867328 -0.701808  0.234
47 H -3.067590 5.025424 0.584447  0.886
48 H -1.313885 4.955625 1.043504  0.195
49 H -2.608229 3.056811 1.426399  1.285
50 H -0.594406 3.443147 -1.486020  -0.041
51 H 1.664507 2.225066 -1.873375  0.283
52 H 3.013515 0.200573 -2.350426  0.156
53 H 3.446263 -1.251545 -1.435150  0.410
54 H 1.299997 -1.865832 0.134314  0.351
55 H -0.178410 -2.696032 1.539534  0.120
56 H -2.610136 -2.803057 2.276407  0.147
57 H -4.857891 -2.720396 1.510442  0.241
58 H -7.249621 -3.242416 1.058639  0.342
59 H -7.062995 -1.620691 1.911393  0.350
60 H -7.868738 -1.834547 0.673793  0.654

Atoms 1-2, force components in eV/Å:
C 8.638 -2.572 1.669
C -5.584 2.887 -2.858

Values from the calculation:
E_tot ... -49840.9497 eV
HOMO-LUMO gap ... 7.8 eV
HOMO energy ... -7.652 eV

Record 4
A molecular structure, C25H20ClF5PTc in a non-equilibrium geometry, computed with ωB97M-V with the def2-TZVPD basis set.

Last column: Löwdin spin population.
Cartesian coordinates (Å):
1 C 2.018890 4.003205 0.782615  0.030
2 C 1.118262 3.160280 0.077758  -0.023
3 C 0.005049 2.856011 0.939119  -0.005
4 H 1.225384 2.857919 -0.969878  0.002
5 C 0.180438 3.594603 2.172599  0.009
6 C 1.431956 4.324927 2.066609  -0.007
7 H 1.818152 5.004563 2.810296  0.007
8 H 2.939654 4.428452 0.374237  0.007
9 H -0.871391 2.268279 0.670818  0.001
10 H -0.493321 3.633029 3.020084  0.002
11 Tc 1.823355 2.168676 2.133113  2.635
12 Cl 0.518917 0.822664 3.296370  0.256
13 P -0.907815 -1.011431 -0.596326  -0.017
14 C -2.499129 -0.240197 -0.354531  -0.002
15 C -3.443012 -0.130374 -1.400556  -0.001
16 H -3.139679 -0.364856 -2.422464  0.000
17 C -4.750680 0.249971 -1.114979  0.000
18 H -5.485526 0.285992 -1.912881  0.000
19 C -5.125185 0.580092 0.199263  -0.001
20 H -6.163785 0.812833 0.425886  0.000
21 C -4.149823 0.627199 1.206293  0.000
22 H -4.423655 0.955863 2.209472  0.000
23 C -2.838672 0.258321 0.939225  -0.001
24 H -2.065519 0.327179 1.708041  0.000
25 C -0.091363 -0.711982 -2.168779  -0.002
26 C -0.352275 0.488167 -2.885178  -0.001
27 H -0.960627 1.271554 -2.422839  0.000
28 C 0.140281 0.660831 -4.171511  0.000
29 H -0.093702 1.572266 -4.725418  0.000
30 C 0.934584 -0.332817 -4.768583  -0.002
31 H 1.259772 -0.229226 -5.802229  0.000
32 C 1.321267 -1.451460 -4.007349  0.000
33 H 1.983442 -2.193366 -4.449094  0.000
34 C 0.866224 -1.618461 -2.701717  -0.002
35 H 1.219531 -2.445620 -2.083916  0.000
36 C -0.660205 -2.570325 0.231317  -0.004
37 C -1.672101 -3.560015 0.198395  -0.001
38 H -2.648810 -3.308360 -0.212852  0.000
39 C -1.392860 -4.833500 0.680323  0.000
40 H -2.148416 -5.611231 0.598926  0.000
41 C -0.153683 -5.127623 1.265493  -0.001
42 H 0.061348 -6.138069 1.609578  0.000
43 C 0.794870 -4.103848 1.422418  0.000
44 H 1.736253 -4.324253 1.925738  0.000
45 C 0.547305 -2.827976 0.941217  -0.002
46 H 1.266093 -2.017735 1.102935  -0.001
47 F 3.511122 -0.283327 2.672684  0.013
48 C 3.722412 1.094772 2.647844  0.043
49 F 4.282073 1.460963 3.858069  0.021
50 C 4.721883 1.367109 1.519317  0.017
51 F 5.885501 0.736731 1.767365  0.003
52 F 4.209912 0.869927 0.351386  0.014
53 F 4.987301 2.693676 1.346273  0.011

Atoms 1-2, force components in eV/Å:
C -0.119 0.743 0.230
C -0.164 0.119 0.472

Values from the calculation:
E_tot ... -63836.9080 eV
HOMO-LUMO gap (spin up / spin down) ... 3.0 / 3.2 eV
HOMO energy (spin up / spin down) ... -9.405 / -9.531 eV
Charge ... +1
2S+1 ... 4